Record 1
116
Properties=species:S:1:pos:R:3 method="wB97M-V/def2-TZVPD" total_charge=-2 homo_ev=-0.43 orbital_gap_ev=3.47
K 0.32 0.97 0.10
C -2.49 2.67 -4.85
O -1.54 2.96 -3.86
C -1.97 3.73 -2.81
C -2.96 4.68 -2.92
C -3.37 5.43 -1.81
C -2.80 5.16 -0.59
C -1.80 4.19 -0.42
C -1.37 3.92 0.95
N -0.59 2.98 1.33
N -0.41 2.89 2.71
C 0.54 2.04 3.05
O 1.34 1.37 2.34
C 0.62 1.84 4.55
C 1.50 0.88 5.05
C 1.60 0.64 6.41
C 0.83 1.37 7.31
C -0.04 2.34 6.82
C -0.15 2.57 5.46
C -1.30 3.46 -1.56
O -0.36 2.62 -1.50
H -2.11 1.82 -5.41
H -2.64 3.52 -5.54
H -3.45 2.40 -4.41
H -3.43 4.85 -3.89
H -4.15 6.18 -1.91
H -3.14 5.70 0.30
H -1.79 4.58 1.72
H 2.09 0.32 4.33
H 2.28 -0.12 6.78
H 0.91 1.19 8.38
H -0.65 2.91 7.52
H -0.82 3.31 5.06
C 3.59 -4.01 3.60
N 2.71 -3.15 2.86
C 2.89 -2.60 1.64
N 1.88 -1.82 1.34
C 1.09 -1.90 2.44
N 1.54 -2.71 3.38
C 3.17 -5.46 3.63
C 3.32 -6.24 4.76
C 3.10 -7.61 4.71
C 2.72 -8.22 3.53
C 2.52 -7.44 2.40
C 2.73 -6.06 2.45
C 2.17 -8.04 1.12
N 2.23 -9.27 0.74
N 1.88 -9.28 -0.61
C 1.61 -8.06 -0.92
O 1.77 -7.22 0.12
C 1.18 -7.49 -2.20
C 1.34 -8.22 -3.37
C 0.93 -7.67 -4.57
C 0.31 -6.42 -4.59
C 0.11 -5.71 -3.41
C -0.72 -4.45 -3.42
N -1.88 -4.63 -2.57
C -2.19 -4.09 -1.38
N -3.24 -4.68 -0.87
C -3.55 -5.60 -1.82
N -2.75 -5.62 -2.86
C 0.58 -6.24 -2.22
H 3.72 -3.62 4.61
H 4.56 -3.95 3.11
H 3.76 -2.80 1.04
H 0.19 -1.32 2.54
H 3.64 -5.78 5.69
H 3.23 -8.21 5.61
H 2.56 -9.29 3.48
H 2.59 -5.46 1.57
H 1.80 -9.20 -3.33
H 1.06 -8.22 -5.49
H -0.06 -6.02 -5.52
H -1.06 -4.25 -4.43
H -0.18 -3.56 -3.07
H -1.65 -3.24 -0.97
H -4.39 -6.28 -1.74
H 0.43 -5.70 -1.29
N -5.90 -2.53 1.43
C -4.57 -2.12 1.47
C -3.59 -2.89 2.09
C -2.28 -2.45 2.05
N -1.89 -1.31 1.48
C -2.85 -0.55 0.95
C -4.18 -0.90 0.91
H -6.00 -3.53 1.44
H -6.42 -2.11 0.68
H -3.83 -3.84 2.54
H -1.50 -3.06 2.49
H -2.54 0.38 0.49
H -4.89 -0.27 0.40
C 3.25 0.69 -5.97
C 3.70 -0.19 -4.99
C 2.83 -0.64 -4.01
C 1.49 -0.23 -3.98
C 1.06 0.67 -4.95
C 1.92 1.12 -5.93
C 0.57 -0.76 -2.94
C -0.75 -0.65 -2.98
C -2.10 -0.64 -2.92
C -2.94 -1.64 -3.54
C -4.32 -1.57 -3.50
C -4.99 -0.51 -2.88
C -4.20 0.48 -2.29
C -2.83 0.44 -2.29
H 3.92 1.05 -6.74
H 4.73 -0.52 -5.00
H 3.18 -1.32 -3.24
H 0.04 1.02 -4.89
H 1.57 1.83 -6.67
H 1.11 -1.27 -2.13
H -2.48 -2.46 -4.06
H -4.88 -2.36 -3.98
H -6.08 -0.46 -2.88
H -4.67 1.34 -1.81
H -2.26 1.24 -1.84

***

Record 2
25
Properties=species:S:1:pos:R:3 method="wB97M-V/def2-TZVPD" total_charge=0 homo_ev="-9.24 / -8.53" orbital_gap_ev="9.32 / 8.00"
C 2.20 1.34 -1.32
C 2.72 1.33 1.14
C -2.03 -0.41 1.22
C -1.89 -2.47 -0.40
C 1.56 1.25 0.08
C -2.36 -0.94 -0.17
N 0.80 0.06 0.35
N -1.78 -0.14 -1.17
O -0.64 -0.24 -1.62
Cl 1.69 -1.36 0.25
Cl -2.48 1.53 -1.05
H 3.08 0.55 -1.28
H 1.63 1.02 -2.21
H 2.76 2.31 -1.35
H 2.04 1.35 2.05
H 3.21 2.38 1.20
H 3.63 0.63 0.97
H -2.43 0.67 1.37
H -2.76 -1.03 1.93
H -0.93 -0.35 1.55
H -2.54 -3.06 -1.14
H -1.93 -2.91 0.61
H -0.80 -2.52 -0.76
H 0.73 1.97 0.20
H -3.49 -0.98 -0.43

***

Record 3
18
Properties=species:S:1:pos:R:3 method="wB97M-V/def2-TZVPD" total_charge=+1 homo_ev=-14.56 smiles="C[C@H]1CC=N[C@H]1[NH3+]" orbital_gap_ev=10.91
C 0.29 1.01 -1.92
C -0.60 1.49 -0.81
C -0.73 0.33 0.05
C 0.08 -0.86 -0.88
C -0.25 0.29 1.49
N 0.64 -0.19 -1.96
N 1.01 -1.66 -0.02
H 0.67 1.68 -2.53
H -0.09 2.18 -0.12
H -1.57 2.02 -1.03
H -1.82 -0.03 0.04
H -0.59 -1.64 -1.14
H -0.91 1.00 2.12
H 0.85 0.73 1.48
H -0.11 -0.67 2.06
H 1.68 -0.92 0.48
H 1.38 -2.40 -0.57
H 0.37 -1.97 0.76

***

Record 4
20
Properties=species:S:1:pos:R:3 method="wB97M-V/def2-TZVPD" total_charge=0 homo_ev=-9.18 smiles="COP(=S)(/N=C(/C)O)OC" orbital_gap_ev=9.76
C 1.18 -0.85 1.69
C 2.42 -0.43 2.38
C -1.58 2.14 0.11
C 0.01 -1.00 -3.08
N 0.86 -0.38 0.57
O 0.48 -1.76 2.35
O -0.63 1.49 -0.69
O 0.59 -0.53 -1.89
P -0.31 -0.34 -0.55
S -1.86 -1.55 -0.56
H 2.03 -0.07 3.30
H 3.13 -1.24 2.54
H 2.90 0.26 1.75
H -1.73 1.82 1.16
H -2.58 2.06 -0.25
H -1.35 3.15 0.13
H 0.07 -2.10 -3.00
H 0.65 -0.67 -4.00
H -1.11 -0.69 -3.09
H -0.21 -2.09 1.81